1.
Entry from OMol25: 2 unconnected molecules or ions with the total composition C4H12N2 (ωB97M-V/def2-TZVPD).

Its structure (SMILES) is C=NC.CCN. The value obtained for the HOMO energy is -8.5 eV. Its molecular weight is 88.2 g mol⁻¹. The charge is 0. The multiplicity is 1. The total energy comes out at -7321.71778 eV. The value obtained for the energy above the lowest of the compared OMol25 structures with the same formula, charge and spin is 126.49 kJ/mol. As for the largest force on an atom: 0.83 eV Å⁻¹.

Geometry as XYZ:
```
18
Properties=species:S:1:pos:R:3:nbo_charge:R:1
C -1.3587 1.6192 -0.3607 -0.62
C -2.1104 0.4076 0.1656 -0.21
N -1.5048 -0.2387 1.3138 -0.86
H -0.3032 1.3800 -0.4912 0.20
H -1.7291 1.9099 -1.3434 0.20
H -1.4501 2.4887 0.2921 0.20
H -3.1112 0.7081 0.4788 0.18
H -2.1818 -0.3409 -0.6279 0.18
H -0.6360 -0.7302 1.1393 0.38
H -1.3413 0.4260 2.0602 0.34
C 2.2764 0.0311 -0.2652 -0.45
C 1.5026 -2.1747 -0.3204 -0.04
N 1.3941 -1.0313 0.1726 -0.41
H 3.2933 -0.3175 -0.4076 0.19
H 2.2306 0.8311 0.4708 0.21
H 1.9190 0.4600 -1.2063 0.21
H 2.2367 -2.4394 -1.0984 0.13
H 0.8739 -2.9890 0.0279 0.17
```



2.
Entry from OMol25: a single C4H12N2 molecule (ωB97M-V/def2-TZVPD).

Its structure (SMILES) is CC[C@H](N)CN. The value obtained for the HOMO energy is -8.6 eV. Its molecular weight is 88.2 g mol⁻¹. The charge is 0. The multiplicity is 1. The total energy comes out at -7321.14200 eV. The value obtained for the energy above the lowest of the compared OMol25 structures with the same formula, charge and spin is 182.05 kJ/mol. As for the largest force on an atom: 7.25 eV Å⁻¹.

Geometry as XYZ:
```
18
Properties=species:S:1:pos:R:3:nbo_charge:R:1
N 0.0341 1.6466 -0.1345 -0.85
C 2.0024 -0.9673 -0.8448 -0.62
C 1.0212 -0.6595 0.3333 -0.41
C -0.1170 0.2400 -0.1503 -0.08
C -1.4272 -0.2820 0.6656 -0.23
N -2.6508 0.7819 0.4854 -0.87
H 0.6511 2.0059 0.6335 0.37
H 0.3846 2.0728 -0.9974 0.38
H 3.0022 -1.3204 -0.5841 0.22
H 1.5883 -1.8522 -1.4672 0.21
H 2.0115 -0.0280 -1.4612 0.20
H 1.5170 -0.2966 1.3000 0.20
H 0.5343 -1.6528 0.7680 0.20
H -0.3569 -0.1540 -1.1245 0.19
H -1.6598 -1.3728 0.5149 0.20
H -1.1920 -0.2094 1.7120 0.17
H -2.2057 1.6108 0.6297 0.38
H -3.1374 0.4370 -0.2783 0.36
```



3.
Entry from OMol25: 2 unconnected molecules or ions with the total composition C4H12N2 (ωB97M-V/def2-TZVPD).

The value obtained for the HOMO energy is -9.1 eV. Its molecular weight is 88.2 g mol⁻¹. The charge is 0. The multiplicity is 1. The total energy comes out at -7317.80838 eV. The value obtained for the energy above the lowest of the compared OMol25 structures with the same formula, charge and spin is 503.69 kJ/mol. As for the largest force on an atom: 2.82 eV Å⁻¹.

Geometry as XYZ:
```
18
Properties=species:S:1:pos:R:3:nbo_charge:R:1
C 0.7935 2.1217 -0.8332 -0.61
C 1.6875 0.8835 -1.1154 -0.40
C 2.1801 0.2391 0.1564 -0.60
N -0.8980 -0.7927 -0.3500 -0.14
C -1.4856 -1.6701 0.5067 -0.27
N -2.3539 -0.9754 1.5570 -0.84
H 0.2888 2.5265 -1.7098 0.21
H -0.0258 1.7371 -0.2081 0.20
H 1.2287 2.9389 -0.2610 0.20
H 2.4746 1.2595 -1.7755 0.19
H 1.1789 0.0834 -1.6536 0.22
H 1.3855 -0.4055 0.5525 0.19
H 3.0427 -0.4003 -0.0426 0.21
H 2.4081 0.9892 0.9226 0.20
H -0.8079 -2.3300 1.0679 0.24
H -2.1351 -2.2678 -0.1555 0.31
H -2.2158 -0.0023 1.2720 0.36
H -3.3367 -1.0348 1.2789 0.34
```



4.
Entry from OMol25: 2 unconnected molecules or ions with the total composition C4H12N2 (ωB97M-V/def2-TZVPD).

Its structure (SMILES) is [H]/N=C/N.CCC. The value obtained for the HOMO energy is -9.6 eV. Its molecular weight is 88.2 g mol⁻¹. The charge is 0. The multiplicity is 1. The total energy comes out at -7321.47187 eV. The value obtained for the energy above the lowest of the compared OMol25 structures with the same formula, charge and spin is 150.22 kJ/mol. As for the largest force on an atom: 3.40 eV Å⁻¹.

Geometry as XYZ:
```
18
Properties=species:S:1:pos:R:3:nbo_charge:R:1
C 1.1539 0.5008 0.4984 -0.61
C 1.9878 1.8370 0.4825 -0.40
C 3.1389 1.9025 1.4312 -0.62
H 1.6535 -0.4625 0.2314 0.21
H 0.2418 0.5507 -0.0871 0.20
H 0.9154 0.3274 1.5040 0.20
H 1.2572 2.6739 0.5424 0.20
H 2.4436 1.9592 -0.4816 0.20
H 3.7212 2.8034 1.4719 0.22
H 2.9928 1.6679 2.5024 0.20
H 3.8574 1.0321 1.2483 0.20
N -2.4213 -1.6421 0.2869 -0.87
C -2.2522 -1.1321 -1.0283 0.27
N -2.2170 -1.7727 -2.0954 -0.65
H -1.6445 -1.6313 0.9237 0.38
H -2.9238 -2.4601 0.5542 0.39
H -1.9572 -0.1218 -1.1537 0.14
H -2.2595 -1.0848 -2.8992 0.34
```



5.
Entry from OMol25: 2 unconnected molecules or ions with the total composition C4H12N2 (ωB97M-V/def2-TZVPD).

Its structure (SMILES) is C/C=N/N.CC. The value obtained for the HOMO energy is -7.6 eV. Its molecular weight is 88.2 g mol⁻¹. The charge is 0. The multiplicity is 1. The total energy comes out at -7319.18816 eV. The value obtained for the energy above the lowest of the compared OMol25 structures with the same formula, charge and spin is 370.56 kJ/mol. As for the largest force on an atom: 5.35 eV Å⁻¹.

Geometry as XYZ:
```
18
Properties=species:S:1:pos:R:3:nbo_charge:R:1
C 1.4204 -1.7781 -0.0138 -0.67
N 1.3544 1.8701 -0.2153 -0.68
C 0.9874 -0.3819 -0.3376 0.09
N 1.4776 0.6250 0.4272 -0.34
H 1.8262 1.9045 -1.1179 0.34
H 1.7810 2.5790 0.3767 0.36
H 0.6132 -0.1820 -1.3481 0.18
H 1.3333 -1.9570 1.0594 0.24
H 0.7994 -2.5026 -0.5431 0.22
H 2.4687 -1.8962 -0.2984 0.24
C -2.1872 0.7905 0.0582 -0.61
C -1.3669 -0.4391 0.3989 -0.68
H -2.0340 1.5839 0.7963 0.20
H -3.2564 0.5572 0.0316 0.19
H -1.8948 1.1909 -0.9150 0.20
H -1.5228 -1.2362 -0.3292 0.20
H -1.6049 -0.8528 1.3812 0.20
H -0.1945 0.1247 0.5890 0.30
```



6.
Entry from OMol25: 2 unconnected molecules or ions with the total composition C4H12N2 (ωB97M-V/def2-TZVPD).

Its structure (SMILES) is C=CN.CNC. The value obtained for the HOMO energy is -7.7 eV. Its molecular weight is 88.2 g mol⁻¹. The charge is 0. The multiplicity is 1. The total energy comes out at -7320.66243 eV. The value obtained for the energy above the lowest of the compared OMol25 structures with the same formula, charge and spin is 228.32 kJ/mol. As for the largest force on an atom: 4.37 eV Å⁻¹.

Geometry as XYZ:
```
18
Properties=species:S:1:pos:R:3:nbo_charge:R:1
C -2.4317 1.5992 -1.5294 -0.57
C -1.5282 1.3503 -0.5437 0.04
N -1.5264 0.7395 0.6480 -0.83
H -3.3646 1.0118 -1.6256 0.19
H -2.1073 2.2050 -2.3947 0.20
H -0.4600 1.6514 -0.9361 0.16
H -2.3275 0.5160 1.2306 0.39
H -0.7128 0.2286 0.8612 0.40
C 1.2590 -1.8252 -0.3648 -0.44
N 0.9613 -1.1933 0.9396 -0.65
C 1.6090 0.1051 1.1482 -0.44
H 0.9521 -1.1743 -1.1871 0.19
H 2.2531 -1.8042 -0.7073 0.17
H 0.7976 -2.7812 -0.5956 0.21
H 1.2510 -1.8957 1.6342 0.36
H 2.6820 -0.1278 1.1815 0.18
H 1.2332 0.6280 2.0400 0.21
H 1.4602 0.7668 0.2011 0.20
```



7.
Entry from OMol25: 2 unconnected molecules or ions with the total composition C4H12N2 (ωB97M-V/def2-TZVPD).

Its structure (SMILES) is [H]/N=C/N.CCC. The value obtained for the HOMO energy is -9.6 eV. Its molecular weight is 88.2 g mol⁻¹. The charge is 0. The multiplicity is 1. The total energy comes out at -7321.39491 eV. The value obtained for the energy above the lowest of the compared OMol25 structures with the same formula, charge and spin is 157.65 kJ/mol. As for the largest force on an atom: 4.09 eV Å⁻¹.

Geometry as XYZ:
```
18
Properties=species:S:1:pos:R:3:nbo_charge:R:1
C -2.8863 2.4925 0.3785 -0.61
C -2.0701 1.2559 0.6907 -0.41
C -1.7829 0.4719 -0.5392 -0.60
H -2.4014 3.1690 -0.2538 0.20
H -3.3039 3.1214 1.1553 0.21
H -3.8549 2.2361 -0.0205 0.20
H -2.7970 0.6119 1.2063 0.19
H -1.2385 1.6052 1.3000 0.21
H -1.4335 -0.4739 -0.1694 0.21
H -2.7805 0.2117 -1.1584 0.21
H -1.0519 1.1876 -1.1256 0.20
N 2.0216 -1.5746 -1.2794 -0.86
C 2.2235 -1.6415 0.1494 0.28
N 3.3093 -1.4329 0.7255 -0.68
H 1.2464 -1.0935 -1.7086 0.39
H 2.9711 -1.3963 -1.6960 0.38
H 1.2887 -1.9006 0.5713 0.13
H 3.1345 -1.6985 1.7001 0.34
```



8.
Entry from OMol25: 2 unconnected molecules or ions with the total composition C4H12N2 (ωB97M-V/def2-TZVPD).

Its structure (SMILES) is C=CN.CNC. The value obtained for the HOMO energy is -7.9 eV. Its molecular weight is 88.2 g mol⁻¹. The charge is 0. The multiplicity is 1. The total energy comes out at -7321.57710 eV. The value obtained for the energy above the lowest of the compared OMol25 structures with the same formula, charge and spin is 140.07 kJ/mol. As for the largest force on an atom: 0.70 eV Å⁻¹.

Geometry as XYZ:
```
18
Properties=species:S:1:pos:R:3:nbo_charge:R:1
C -1.8126 -2.4850 2.7923 -0.55
C -0.7714 -1.6545 2.8529 0.02
N -0.4112 -0.7143 1.9120 -0.82
H -2.4894 -2.5208 1.9510 0.19
H -2.0542 -3.1394 3.6114 0.20
H -0.1079 -1.6741 3.7017 0.18
H -0.8508 -0.6745 1.0108 0.39
H 0.5033 -0.3028 1.9842 0.38
C 0.9549 0.4816 -3.0083 -0.41
N 1.0636 1.2400 -1.7680 -0.63
C 0.6806 2.6487 -1.9379 -0.42
H -0.0858 0.4782 -3.3272 0.19
H 1.6048 0.8596 -3.8201 0.16
H 1.2857 -0.5385 -2.8498 0.20
H 2.0119 1.2003 -1.4234 0.35
H 1.5623 3.2893 -2.0810 0.18
H 0.2044 3.0071 -1.0236 0.19
H 0.0170 2.7532 -2.7983 0.19
```



9.
Entry from OMol25: a molecular structure, C4H12N2 (ωB97M-V/def2-TZVPD).

The value obtained for the HOMO energy (spin up / spin down) is -13.9 / -13.9 eV. Its molecular weight is 88.2 g mol⁻¹. The charge is +1. The multiplicity is 2. The total energy comes out at -7311.30401 eV. The value obtained for the energy above the lowest of the compared OMol25 structures with the same formula, charge and spin is 302.95 kJ/mol. Its expectation value of S² is 0.7541. As for the largest force on an atom: 3.73 eV Å⁻¹.

Geometry as XYZ:
```
18
Properties=species:S:1:pos:R:3:lowdin_spin:R:1
N -0.2890 -2.4428 -0.2453 0.03
C 0.8069 0.9444 2.2759 0.00
C 0.7082 0.5366 0.7997 0.00
C -0.2921 1.0938 -0.0864 0.04
C -0.2290 0.7846 -1.5798 0.09
N -0.8736 -0.4194 -2.0161 0.79
H -0.7893 -3.3127 -0.3915 0.00
H 0.6111 -2.6347 -0.7354 0.00
H -0.1785 0.8009 2.7687 0.00
H 1.5819 0.3537 2.7839 0.00
H 1.1228 2.0254 2.3381 0.00
H -0.3450 -0.0457 0.5318 0.00
H 1.6011 0.1204 0.3576 0.00
H -1.0845 1.8100 0.2717 0.00
H -0.6393 1.6611 -2.1565 0.02
H 0.8017 0.7011 -1.8862 0.00
H -1.8876 -0.2206 -2.1626 0.02
H -0.6259 -1.7562 -0.8676 0.01
```



10.
Entry from OMol25: a gas-phase ion, C4H12N2 (charge +2) (ωB97M-V/def2-TZVPD).

Its structure (SMILES) is C=C([NH3+])CC[NH3+]. The value obtained for the HOMO energy is -18.7 eV. Its molecular weight is 88.2 g mol⁻¹. The charge is +2. The multiplicity is 1. The total energy comes out at -7304.00701 eV. The value obtained for the energy above the lowest of the compared OMol25 structures with the same formula, charge and spin is 166.61 kJ/mol. As for the largest force on an atom: 3.87 eV Å⁻¹.

Geometry as XYZ:
```
18
Properties=species:S:1:pos:R:3:nbo_charge:R:1
C 1.3284 -0.0716 0.4659 -0.21
C -0.1843 -0.2608 0.4108 -0.47
C -0.7712 0.1852 -0.8759 0.09
C -1.1652 -0.7065 -1.8148 -0.27
N -1.4024 1.5984 -0.9280 -0.68
N 1.7740 -0.8129 1.6971 -0.70
H 1.8940 -0.5504 -0.3335 0.25
H 1.4517 0.9463 0.4068 0.23
H -0.3526 -1.3460 0.4631 0.25
H -0.5623 0.1864 1.2950 0.24
H -1.7211 -0.2873 -2.6943 0.24
H -1.2906 -1.7990 -1.6695 0.27
H -2.2134 1.6926 -0.3379 0.45
H -1.6546 1.9807 -1.7815 0.46
H -0.9260 2.2577 -0.3295 0.44
H 2.1696 -0.1273 2.3375 0.46
H 1.0646 -1.4506 2.2484 0.48
H 2.5611 -1.4350 1.4402 0.47
```



11.
Entry from OMol25: 2 unconnected molecules or ions with the total composition C4H12N2 (ωB97M-V/def2-TZVPD).

The value obtained for the HOMO energy is -19.8 eV. Its molecular weight is 88.2 g mol⁻¹. The charge is +2. The multiplicity is 1. The total energy comes out at -7293.35423 eV. The value obtained for the energy above the lowest of the compared OMol25 structures with the same formula, charge and spin is 1194.45 kJ/mol. As for the largest force on an atom: 6.50 eV Å⁻¹.

Geometry as XYZ:
```
18
Properties=species:S:1:pos:R:3:nbo_charge:R:1
C -0.8042 -1.3238 -0.8195 -0.34
C 0.3528 -0.3803 -0.6672 -0.47
C 0.6040 0.3351 0.6064 -0.40
C 2.4085 1.9444 1.4347 -0.54
N 1.8732 0.9412 0.3900 0.27
N -3.3614 -1.0629 -1.0472 -0.35
H -0.7267 -1.7491 -1.8312 0.31
H -0.6124 -2.1441 -0.1261 0.27
H 0.4953 0.3958 -1.4575 0.26
H 1.3169 -0.9460 -0.7329 0.32
H 0.6762 -0.4730 1.3827 0.37
H -0.3551 0.9003 0.8531 0.31
H 3.2114 2.5331 0.8798 0.31
H 1.6944 2.6391 1.9215 0.29
H 2.9312 1.3790 2.2189 0.36
H -3.9762 -1.7708 -0.9594 0.40
H -1.9368 -0.9807 -0.7749 0.24
H -3.7911 -0.2375 -1.2712 0.39
```



12.
Entry from OMol25: a molecular structure, C4H12N2 (ωB97M-V/def2-TZVPD).

The value obtained for the HOMO energy (spin up / spin down) is -22.8 / -22.8 eV. Its molecular weight is 88.2 g mol⁻¹. The charge is +3. The multiplicity is 2. The total energy comes out at -7281.70525 eV. The value obtained for the energy above the lowest of the compared OMol25 structures with the same formula, charge and spin is 525.03 kJ/mol. Its expectation value of S² is 0.7535. As for the largest force on an atom: 4.71 eV Å⁻¹.

Geometry as XYZ:
```
18
Properties=species:S:1:pos:R:3:lowdin_spin:R:1
C 0.3808 0.2480 0.2597 0.00
C 0.0285 0.7730 -1.0593 0.00
C -1.1859 -0.2066 -0.9733 0.00
C -1.6155 -0.6821 0.2500 0.01
N -2.5848 0.0474 1.2339 0.00
N 3.5958 -0.1264 -0.2704 0.90
H 1.0346 -0.6358 0.3220 0.00
H 0.2545 0.8411 1.2296 0.00
H 0.8735 0.7057 -1.7748 0.00
H -0.4646 1.7555 -1.1813 0.00
H -1.6647 -0.3548 -1.9465 0.00
H -1.8184 -1.7270 0.3463 0.00
H -3.1446 0.7763 0.7859 0.00
H -2.0935 0.4039 2.1216 0.00
H -3.1322 -0.6680 1.7376 0.00
H 3.6117 -0.7919 0.5051 0.03
H 4.5508 0.2693 -0.4317 0.02
H 3.3739 -0.6276 -1.1544 0.03
```



13.
Entry from OMol25: 2 unconnected molecules or ions with the total composition C4H12N2O (ωB97M-V/def2-TZVPD).

Its structure (SMILES) is [H]/N=C(\C)CO.CN. The value obtained for the HOMO energy is -9.1 eV. Its molecular weight is 104.2 g mol⁻¹. The charge is 0. The multiplicity is 1. The total energy comes out at -9368.59099 eV. The value obtained for the energy above the lowest of the compared OMol25 structures with the same formula, charge and spin is 251.13 kJ/mol. As for the largest force on an atom: 4.43 eV Å⁻¹.

Geometry as XYZ:
```
19
Properties=species:S:1:pos:R:3:nbo_charge:R:1
C 1.0229 -0.6277 -1.3326 -0.11
O 2.1491 0.1393 -0.9781 -0.74
H 2.2337 0.0453 -0.0127 0.49
H 1.3301 -1.6245 -1.6879 0.17
H 0.4862 -0.1463 -2.1579 0.17
H 0.0996 1.2960 -0.7300 0.38
C -0.3983 2.0765 1.1200 -0.42
C -1.0790 -1.7630 -0.1833 -0.70
N -0.7350 1.3276 -0.0896 -0.82
C 0.0870 -0.8567 0.0833 0.39
N 0.8170 -0.8869 1.1229 -0.77
H -1.4875 1.7961 -0.5904 0.36
H 0.5258 -1.5463 1.8390 0.36
H -1.2281 2.0149 1.8231 0.19
H -0.1421 3.1299 0.9642 0.18
H 0.4670 1.5999 1.5776 0.21
H -1.5172 -2.1361 0.7445 0.21
H -0.7913 -2.6271 -0.7783 0.23
H -1.8399 -1.2108 -0.7339 0.23
```